Density functional theory data (ωB97M-V/def2-TZVPD) for C32H28ClN3O5RuS4Sb as an isolated structure.

The geometry in ORCA input format:
```
! RIJCOSX wB97M-V def2-TZVPD def2/J DEFGRID3
* xyz 1 5
Ru 0.277 1.132 2.240
O 3.167 1.852 0.588
Cl 3.220 1.631 1.989
O 4.477 1.175 2.440
O 2.230 0.475 2.303
O 2.722 2.758 2.712
S -0.019 0.113 6.601
C -0.190 0.487 4.972
S 0.139 2.076 4.446
S -0.577 -0.668 3.795
S -0.128 0.008 0.258
Sb 1.278 -1.877 0.284
C 0.367 -3.208 -1.045
C 1.174 -3.962 -1.890
C 0.585 -4.871 -2.758
C -0.794 -5.016 -2.778
C -1.596 -4.255 -1.938
C -1.018 -3.344 -1.068
C 1.449 -2.856 2.123
C 0.549 -3.885 2.384
C 0.592 -4.529 3.611
C 1.532 -4.151 4.559
C 2.438 -3.135 4.284
C 2.401 -2.477 3.065
C 3.142 -1.374 -0.487
C 3.202 -0.406 -1.482
C 4.426 -0.104 -2.056
C 5.572 -0.764 -1.634
C 5.505 -1.731 -0.640
C 4.284 -2.047 -0.063
H 2.251 -3.842 -1.882
H 1.204 -5.461 -3.419
H -1.249 -5.724 -3.458
H -2.671 -4.368 -1.964
H -1.644 -2.738 -0.423
H -0.175 -4.194 1.639
H -0.105 -5.329 3.824
H 1.564 -4.656 5.515
H 3.177 -2.850 5.021
H 3.093 -1.670 2.864
H 2.310 0.130 -1.785
H 4.487 0.657 -2.822
H 6.526 -0.519 -2.080
H 6.403 -2.238 -0.312
H 4.233 -2.799 0.716
C -0.104 2.184 -3.926
C -1.446 2.469 -3.310
C -2.169 1.474 -2.660
C -3.409 1.735 -2.096
C -3.934 3.018 -2.139
N -5.172 3.341 -1.515
C -5.645 2.837 -0.330
O -6.820 2.775 -0.055
N -4.678 2.417 0.590
C -3.397 2.926 0.788
C -3.016 4.223 0.455
C -1.707 4.616 0.659
C -0.802 3.726 1.202
N -1.171 2.480 1.521
C -2.431 2.085 1.320
C -3.230 4.019 -2.799
C -2.008 3.741 -3.386
H 0.181 1.142 -3.787
H 0.671 2.810 -3.481
H -0.114 2.391 -4.997
H -1.764 0.471 -2.605
H -3.965 0.941 -1.613
H -5.910 3.709 -2.097
H -5.090 1.892 1.348
H -3.740 4.913 0.044
H -1.386 5.616 0.407
H 0.232 3.992 1.383
H -2.668 1.057 1.566
H -3.643 5.020 -2.841
H -1.474 4.531 -3.900
*
```

The value obtained for the energy above the lowest of the compared OMol25 structures with the same formula, charge and spin is 12.2 kcal per mole. The value obtained for the total energy is -113315.531 eV. The calculation puts the largest force on an atom at 0.0121 hartree/bohr. The expectation value of S² is 6.02.

***

Density functional theory data (ωB97M-V/def2-TZVPD) for C32H28NPSe2TeTm as an isolated structure in a non-equilibrium geometry.

The geometry in ORCA input format:
```
! RIJCOSX wB97M-V def2-TZVPD def2/J DEFGRID3
* xyz 1 3
Tm 0.278 0.223 -0.709
Se 2.727 1.439 -0.116
P 2.725 -0.479 0.993
Se 0.992 -1.925 0.773
C 2.730 -0.037 2.739
C 3.943 -0.075 3.454
C 3.974 0.327 4.790
C 2.805 0.674 5.464
C 1.585 0.693 4.757
C 1.562 0.434 3.353
C 4.126 -1.510 0.595
C 4.637 -2.465 1.511
C 5.505 -3.452 1.017
C 5.929 -3.497 -0.309
C 5.561 -2.442 -1.146
C 4.619 -1.502 -0.732
H 4.878 -0.296 2.968
H 4.962 0.333 5.291
H 2.879 0.896 6.495
H 0.624 0.855 5.222
H 0.646 0.615 2.814
H 4.331 -2.510 2.538
H 5.771 -4.247 1.692
H 6.603 -4.263 -0.682
H 5.951 -2.319 -2.153
H 4.385 -0.699 -1.421
N 0.067 1.623 -2.654
C 0.341 2.902 -2.008
C 1.496 3.631 -2.461
C 1.854 4.704 -1.705
C 1.137 5.095 -0.562
C -0.038 4.448 -0.247
C -0.471 3.347 -0.965
C -1.710 2.650 -0.545
C -2.835 3.465 -0.293
C -4.026 2.953 0.186
C -4.065 1.586 0.399
C -2.952 0.737 0.142
C -1.805 1.255 -0.331
H 0.715 1.423 -3.402
H -0.915 1.473 -2.979
H 2.103 3.297 -3.297
H 2.720 5.386 -2.033
H 1.556 5.885 0.031
H -0.684 4.782 0.544
H -2.744 4.534 -0.507
H -4.824 3.637 0.383
H -4.998 1.103 0.688
H -3.038 -0.342 0.277
C -3.369 -1.003 -2.756
Te -1.195 -1.752 -2.701
C -2.259 -3.514 -1.741
C -3.663 -3.130 -1.450
C -4.517 -3.999 -0.746
C -5.864 -3.763 -0.654
C -6.377 -2.545 -1.133
C -5.535 -1.560 -1.643
C -4.192 -1.889 -1.904
H -3.585 -0.981 -3.835
H -3.281 0.047 -2.440
H -1.670 -3.762 -0.871
H -2.158 -4.232 -2.537
H -4.045 -4.875 -0.325
H -6.570 -4.481 -0.179
H -7.425 -2.326 -1.041
H -5.906 -0.579 -1.903
*
```

The value obtained for the total energy is -211929.168 eV. The calculation puts the largest force on an atom at 0.0678 hartree/bohr. The expectation value of S² is 2.00.

***

Density functional theory data (ωB97M-V/def2-TZVPD) for C32H29BN10O5PtS as an isolated structure in a non-equilibrium geometry.

The geometry in ORCA input format:
```
! RIJCOSX wB97M-V def2-TZVPD def2/J DEFGRID3
* xyz 3 6
Pt 11.548 8.357 10.966
C 7.328 8.741 12.122
C 8.633 8.677 12.522
N 9.352 7.910 11.701
N 8.506 7.412 10.792
C 7.309 7.913 11.017
B 8.974 6.955 9.560
N 10.228 5.987 9.844
C 10.700 4.904 9.040
C 12.068 4.723 9.182
C 12.463 5.764 9.993
N 11.418 6.462 10.398
N 9.518 8.213 8.680
C 9.248 8.681 7.499
C 10.094 9.613 7.158
C 11.165 9.567 8.084
N 10.713 8.835 9.184
N 7.853 6.130 8.838
C 6.942 5.259 9.527
C 6.140 4.850 8.607
C 6.707 5.331 7.309
N 7.726 6.075 7.524
H 6.477 9.210 12.630
H 9.018 9.096 13.422
H 6.618 7.817 10.232
H 10.088 4.364 8.354
H 12.664 3.839 8.970
H 13.426 6.106 10.403
H 8.236 8.312 7.317
H 10.078 10.102 6.223
H 11.969 10.291 8.371
H 7.063 5.033 10.515
H 5.304 4.250 8.605
H 6.038 4.911 6.653
O 10.977 3.139 17.087
C 10.798 3.866 16.003
O 9.723 3.814 15.537
C 11.617 4.899 15.361
C 12.192 4.712 14.127
C 12.293 5.768 13.257
C 11.956 7.027 13.768
C 11.607 7.283 15.041
C 11.423 6.177 15.916
N 12.174 8.192 12.964
C 12.642 9.333 13.528
C 12.196 10.625 12.799
C 12.421 11.856 13.261
C 11.844 12.850 12.544
C 11.100 12.575 11.434
C 10.829 11.236 11.110
N 11.348 10.230 11.742
H 11.743 3.397 17.621
H 12.318 3.632 13.735
H 12.642 5.708 12.267
H 11.289 8.255 15.258
H 11.009 6.450 16.865
H 12.888 9.120 14.607
H 13.215 12.096 14.010
H 12.037 13.863 12.762
H 10.459 13.296 10.894
H 10.275 10.959 10.210
C 18.986 12.256 7.498
C 17.965 11.498 8.269
C 18.133 11.279 9.659
C 17.212 10.456 10.397
C 16.047 9.958 9.727
C 15.793 10.256 8.373
C 16.660 10.979 7.649
S 14.900 8.897 10.609
O 15.388 7.539 10.518
O 14.844 9.413 11.882
O 13.626 9.115 9.847
H 19.888 11.508 7.438
H 19.418 13.152 8.053
H 18.568 12.462 6.471
H 18.971 11.621 10.194
H 17.360 10.193 11.476
H 14.921 9.819 7.855
H 16.297 11.143 6.699
*
```

The value obtained for the energy above the lowest of the compared OMol25 structures with the same formula, charge and spin is 149.7 kcal per mole. The value obtained for the total energy is -73514.956 eV. The calculation puts the largest force on an atom at 0.1592 hartree/bohr. The expectation value of S² is 8.82.

***

Density functional theory data (ωB97M-V/def2-TZVPD) for C32H29BrI2N10O3STa as an isolated structure in a non-equilibrium geometry.

The geometry in ORCA input format:
```
! RIJCOSX wB97M-V def2-TZVPD def2/J DEFGRID3
* xyz 1 1
Ta -0.693 -1.005 -0.354
C 3.112 2.262 3.278
C 1.710 2.395 2.708
N 1.724 2.455 1.234
C 1.995 3.782 0.640
C 0.717 4.506 0.251
C 1.452 1.428 0.461
S 1.225 -0.161 1.161
N 1.516 1.634 -0.882
C 0.638 1.223 -1.706
O -0.555 0.758 -1.277
C 0.916 1.231 -3.151
C 2.155 1.662 -3.622
C 2.440 1.579 -4.974
C 1.492 1.067 -5.855
C 0.257 0.637 -5.386
C -0.033 0.720 -4.032
H 3.064 2.228 4.367
H 3.746 3.103 2.992
H 3.582 1.340 2.924
H 1.228 3.308 3.055
H 1.095 1.557 3.011
H 2.638 3.643 -0.224
H 2.542 4.355 1.388
H 0.147 3.927 -0.477
H 0.962 5.469 -0.198
H 0.084 4.686 1.123
H 2.888 2.043 -2.919
H 3.401 1.910 -5.345
H 1.716 1.007 -6.913
H -0.477 0.233 -6.072
H -0.987 0.375 -3.655
O -1.714 -0.181 0.950
C -1.799 0.145 2.256
C -2.120 1.421 2.662
C -2.110 1.715 4.018
C -1.795 0.726 4.949
C -1.508 -0.559 4.516
C -1.509 -0.857 3.157
C -1.256 -2.204 2.628
N -0.941 -2.554 1.376
C -0.905 -3.940 1.343
C -1.186 -4.423 2.568
N -1.396 -3.314 3.370
H -2.364 2.166 1.913
H -2.346 2.718 4.351
H -1.776 0.956 6.008
H -1.255 -1.324 5.245
H -0.702 -4.480 0.439
H -1.260 -5.431 2.941
H -1.678 -3.333 4.335
I -2.232 -2.732 -1.821
Br -4.551 -1.557 0.912
C -4.688 -0.004 -0.193
C -5.898 0.675 -0.193
C -5.992 1.817 -0.967
C -4.893 2.231 -1.701
C -3.742 1.470 -1.639
N -3.632 0.362 -0.893
H -6.733 0.308 0.388
H -6.920 2.375 -0.998
H -4.928 3.120 -2.318
H -2.856 1.745 -2.202
I 4.914 -5.409 1.661
C 3.295 -4.733 0.608
C 2.713 -5.314 -0.486
N 1.677 -4.511 -0.827
N 1.550 -3.446 -0.020
C 2.533 -3.571 0.857
H 2.948 -6.219 -1.025
H 1.042 -4.619 -1.602
H 2.677 -2.831 1.631
O 0.630 -1.480 -1.635
N 1.121 -1.968 -2.777
C 2.377 -1.774 -2.921
C 3.230 -1.118 -1.942
N 3.883 -0.597 -1.155
C 2.962 -2.239 -4.164
N 3.437 -2.584 -5.151
*
```

The value obtained for the energy above the lowest of the compared OMol25 structures with the same formula, charge and spin is 31.2 kcal per mole. The value obtained for the total energy is -153325.915 eV. The calculation puts the largest force on an atom at 0.0315 hartree/bohr.

***

Density functional theory data (ωB97M-V/def2-TZVPD) for C32H29GeN4O3S5Sr as an isolated structure.

The geometry in ORCA input format:
```
! RIJCOSX wB97M-V def2-TZVPD def2/J DEFGRID3
* xyz -1 1
Sr 0.049 -3.209 1.148
C 2.478 -6.710 -0.563
C 2.230 -5.233 -0.584
N 2.481 -4.438 0.385
N 3.004 -4.991 1.518
C 3.064 -4.222 2.653
N 3.184 -4.967 3.780
S 3.018 -2.566 2.664
C 1.598 -4.578 -1.761
C 1.848 -4.977 -3.066
C 1.242 -4.276 -4.099
C 0.410 -3.213 -3.797
C 0.207 -2.890 -2.462
N 0.783 -3.561 -1.474
H 1.799 -7.161 0.170
H 3.506 -6.934 -0.265
H 2.276 -7.165 -1.528
H 2.733 -5.958 1.691
H 2.646 -5.829 3.802
H 3.098 -4.417 4.619
H 2.512 -5.806 -3.271
H 1.423 -4.558 -5.129
H -0.084 -2.644 -4.573
H -0.433 -2.068 -2.162
O -4.085 -9.064 3.189
C -3.348 -8.195 2.779
S -3.767 -7.036 1.521
C -2.244 -6.141 1.466
C -1.298 -6.555 2.333
S 0.315 -5.920 2.570
S -1.713 -7.912 3.380
S -2.216 -4.878 0.261
O -0.372 -1.026 2.282
C -0.232 -0.388 1.208
O 0.002 -0.941 0.098
C -0.382 1.137 1.262
C 0.272 1.858 0.088
Ge -0.397 3.676 -0.195
C -2.332 3.602 -0.517
C -2.816 3.063 -1.709
C -4.177 2.918 -1.933
C -5.086 3.310 -0.958
C -4.622 3.839 0.238
C -3.258 3.981 0.454
C 0.494 4.471 -1.758
C -0.196 5.149 -2.759
C 0.474 5.711 -3.838
C 1.855 5.603 -3.931
C 2.559 4.932 -2.940
C 1.882 4.372 -1.866
C -0.030 4.819 1.361
C -0.619 6.078 1.488
C -0.325 6.901 2.566
C 0.574 6.480 3.537
C 1.176 5.235 3.422
C 0.874 4.416 2.341
H 0.007 1.472 2.225
H -1.460 1.331 1.298
H 0.077 1.292 -0.826
H 1.359 1.877 0.200
H -2.121 2.741 -2.478
H -4.529 2.490 -2.864
H -6.149 3.191 -1.126
H -5.323 4.133 1.010
H -2.915 4.383 1.401
H -1.276 5.243 -2.700
H -0.083 6.233 -4.606
H 2.380 6.039 -4.772
H 3.637 4.842 -3.003
H 2.450 3.851 -1.102
H -1.320 6.425 0.736
H -0.797 7.873 2.647
H 0.803 7.120 4.380
H 1.877 4.897 4.174
H 1.349 3.443 2.271
*
```

The value obtained for the energy above the lowest of the compared OMol25 structures with the same formula, charge and spin is 3.8 kcal per mole. The value obtained for the total energy is -157292.569 eV. The calculation puts the largest force on an atom at 0.0071 hartree/bohr.

***

Density functional theory data (ωB97M-V/def2-TZVPD) for C32H29I2IrNO4PSe2 as an isolated structure.

The geometry in ORCA input format:
```
! RIJCOSX wB97M-V def2-TZVPD def2/J DEFGRID3
* xyz 1 2
Ir -0.285 -0.626 0.241
O -5.762 -1.081 -1.014
C -5.286 0.024 -1.764
C -3.785 0.212 -1.473
C -3.382 1.475 -2.233
O -1.986 1.674 -2.101
C -3.656 0.365 0.044
Se -1.938 0.949 0.726
C -3.086 -1.043 -1.991
Se -1.203 -1.458 -1.658
H -6.681 -1.243 -1.249
H -5.818 0.941 -1.484
H -5.423 -0.139 -2.839
H -3.943 2.327 -1.833
H -3.652 1.359 -3.289
H -1.733 2.512 -2.500
H -3.887 -0.579 0.532
H -4.366 1.113 0.401
H -3.183 -1.090 -3.077
H -3.603 -1.909 -1.576
I 2.879 3.203 1.728
C 3.294 1.273 1.088
C 4.627 0.825 1.033
C 4.938 -0.434 0.596
I 6.938 -1.025 0.568
C 3.904 -1.310 0.177
C 4.097 -2.624 -0.308
C 3.030 -3.385 -0.690
C 1.736 -2.848 -0.596
N 1.527 -1.633 -0.150
C 2.575 -0.845 0.241
C 2.249 0.455 0.712
O 0.988 0.846 0.755
H 5.413 1.498 1.346
H 5.102 -3.019 -0.372
H 3.159 -4.390 -1.064
H 0.865 -3.419 -0.892
O 0.244 -1.184 2.228
P -0.687 -1.326 3.427
C -0.764 0.180 4.389
C -0.337 1.374 3.813
C -0.414 2.550 4.545
C -0.905 2.534 5.842
C -1.312 1.339 6.423
C -1.237 0.161 5.701
C -0.051 -2.650 4.452
C 1.329 -2.842 4.501
C 1.857 -3.831 5.315
C 1.013 -4.621 6.084
C -0.361 -4.431 6.038
C -0.897 -3.447 5.221
C -2.362 -1.795 2.968
C -3.479 -1.074 3.381
C -4.751 -1.504 3.021
C -4.906 -2.640 2.241
C -3.790 -3.352 1.811
C -2.521 -2.936 2.175
H 0.076 1.382 2.810
H -0.075 3.477 4.100
H -0.958 3.453 6.410
H -1.675 1.326 7.442
H -1.537 -0.773 6.163
H 1.980 -2.222 3.897
H 2.927 -3.983 5.352
H 1.428 -5.391 6.720
H -1.016 -5.053 6.633
H -1.970 -3.311 5.177
H -3.359 -0.185 3.987
H -5.620 -0.950 3.352
H -5.897 -2.966 1.955
H -3.913 -4.237 1.200
H -1.651 -3.495 1.853
*
```

The value obtained for the energy above the lowest of the compared OMol25 structures with the same formula, charge and spin is 0.0 kcal per mole. The value obtained for the total energy is -202352.856 eV. The calculation puts the largest force on an atom at 0.0122 hartree/bohr. The expectation value of S² is 0.75.

***

> What is the largest force on an atom in the sixth record?

0.0122 hartree/bohr

***

> Among the records above, which one has the highest largest force on an atom?

C32H29BN10O5PtS